Record 1
C2H16NO5 | ωB97M-V/def2-TZVPD

- ΔE to the lowest compared entry with this formula, charge and spin (kcal per mole) = 28.4
- HOMO-LUMO gap (eV) = 11.27
- energy (eV) = -14054.355
- total charge = +1

Each line ends with the Mulliken charge.
CARTESIAN COORDINATES (ANGSTROEM)
1 C 0.1858 0.5473 -1.9276  -0.71
2 C -0.7326 -1.6320 -1.6265  -0.21
3 N -0.8587 -0.3780 -1.5186  0.07
4 H 0.8801 0.0560 -2.5983  0.36
5 H 0.7996 1.0014 -1.1382  0.16
6 H -0.3231 1.4810 -2.1861  0.33
7 H 0.0057 -2.1424 -2.2298  0.30
8 H -1.3334 -2.2859 -1.0354  0.31
9 H -1.5748 0.0725 -0.9418  0.33
10 H 1.0765 -2.1294 0.5334  0.29
11 H 1.8418 -0.8289 0.3450  0.36
12 O 1.1715 -1.4031 -0.0914  -0.56
13 H -1.1494 1.4726 0.8328  0.29
14 H -2.5348 1.8596 0.4337  0.31
15 O -1.6729 1.6676 0.0393  -0.62
16 H -0.3909 2.7063 2.3307  0.30
17 H 0.5293 2.4712 1.1599  0.35
18 O 0.4911 2.3789 2.1175  -0.64
19 H -2.2517 -2.8319 1.2451  0.30
20 H -1.7443 -1.6129 1.8842  0.28
21 O -1.9165 -1.9591 0.9980  -0.58
22 H 3.8274 0.2757 0.7183  0.29
23 H 2.7838 0.8677 1.7273  0.32
24 O 2.8902 0.3458 0.9286  -0.64

Cartesian forces, eV/Å:
C -0.267 1.368 -0.040
C 0.070 -0.471 0.163
N 0.905 0.162 0.097
H -0.265 0.342 -0.514
H -0.217 -1.196 0.717
H 0.133 -0.394 -1.289
H 0.350 0.666 -0.150
H -0.867 0.000 -0.008
H 0.041 -0.372 0.210
H -0.061 -0.116 -0.059
H -0.166 -0.037 -0.278
O 0.427 -0.263 0.633
H 0.174 -0.159 -0.200
H -0.144 0.136 -0.373
O -0.265 -0.024 0.779
H 0.204 0.252 0.336
H 0.322 0.267 -0.063
O -0.391 -0.359 -0.290
H -0.166 -0.076 -0.397
H 0.148 0.366 -0.207
O -0.096 -0.338 0.819
H 0.001 0.138 0.208
H 0.147 0.087 0.168
O -0.016 0.020 -0.260

***

Record 2
C5H8O | ωB97M-V/def2-TZVPD

- ΔE to the lowest compared entry with this formula, charge and spin (kcal per mole) = 135.0
- HOMO-LUMO gap (eV) = 7.98
- energy (eV) = -7356.403

Each line ends with the Mulliken charge.
CARTESIAN COORDINATES (ANGSTROEM)
1 C -0.8900 0.1179 0.3910  -0.76
2 C -0.2723 0.3758 1.8366  -0.46
3 C 0.0260 -0.6111 -0.5328  -0.27
4 C 1.1426 0.3507 1.3362  -0.37
5 C 0.2429 -0.1500 -1.7726  -0.07
6 O 1.0382 -0.7089 -2.7033  -0.52
7 H -1.8155 -0.3741 0.3930  0.42
8 H -1.0491 1.0178 -0.0566  0.37
9 H -0.7155 1.1985 2.3144  0.35
10 H -0.6861 -0.4587 2.5324  0.26
11 H 0.2581 -1.6914 -0.4549  0.27
12 H 1.2612 1.3713 1.1056  0.16
13 H -0.3188 0.7611 -2.0832  0.27
14 H 1.7783 -1.1988 -2.3058  0.34

Cartesian forces, eV/Å:
C 1.546 -1.111 1.379
C -0.947 -3.463 0.057
C 0.401 -1.465 -1.487
C -1.126 -1.565 1.462
C -0.766 1.040 0.989
O 0.397 -0.133 -0.522
H -1.394 -0.846 0.719
H -0.506 2.812 -1.103
H -0.201 1.908 0.098
H 1.379 0.598 -1.281
H 0.237 0.780 0.810
H 0.619 1.812 -0.966
H 0.936 -0.545 -0.206
H -0.576 0.176 0.052

***

Record 3
C27H32Cl2N3OP2V | ωB97M-V/def2-TZVPD

- ΔE to the lowest compared entry with this formula, charge and spin (kcal per mole) = 0.6
- <S²> = 2.05
- HOMO-LUMO gap (alpha / beta) (eV) = 6.74 / 7.46
- energy (eV) = -104334.472
- total charge = +2
- multiplicity = 3

Each line ends with the Mulliken charge.
CARTESIAN COORDINATES (ANGSTROEM)
1 V 0.8904 -1.2236 -0.6554  -0.02
2 Cl 3.1782 -2.2855 3.4273  -0.16
3 C 3.8843 -2.0936 1.8794  0.40
4 C 5.2823 -2.2363 1.7234  -0.52
5 C 5.8666 -2.0867 0.4990  0.56
6 Cl 7.5648 -2.2653 0.3324  -0.19
7 C 5.0782 -1.7783 -0.6493  -0.26
8 C 5.5725 -1.6006 -1.9542  -0.69
9 C 4.7063 -1.3045 -2.9794  -1.03
10 C 3.3449 -1.1750 -2.7074  -0.24
11 N 2.8375 -1.3300 -1.4902  0.59
12 C 3.6944 -1.6379 -0.4634  0.60
13 C 3.0971 -1.8058 0.7988  -0.34
14 O 1.7422 -1.6611 0.8588  -0.44
15 H 5.8849 -2.4688 2.5902  0.49
16 H 6.6336 -1.7011 -2.1400  0.47
17 H 5.0613 -1.1701 -3.9905  0.46
18 H 2.6484 -0.9352 -3.5027  0.47
19 C -1.4435 -2.5339 1.7783  -1.70
20 P -1.4359 -1.4966 0.2886  1.31
21 C -1.9117 0.1417 0.9503  -0.47
22 N -3.0706 0.2381 1.5597  -0.07
23 C -3.3839 1.4212 2.1297  0.36
24 C -4.6279 1.5759 2.7878  -0.54
25 C -4.9241 2.7653 3.3799  -0.56
26 C -4.0044 3.8494 3.3521  -0.60
27 C -2.7992 3.7318 2.7308  -0.52
28 C -2.4636 2.5100 2.0984  0.28
29 N -1.2746 2.3833 1.4729  -0.25
30 C -1.0147 1.2340 0.8939  -0.05
31 P 0.6065 1.0984 0.0708  1.62
32 C 1.8053 1.6486 1.3040  -1.75
33 C 0.6503 2.2017 -1.4091  1.82
34 C -0.0771 1.4295 -2.5148  -1.52
35 C 2.1216 2.4092 -1.7858  -1.82
36 C -0.0271 3.5507 -1.1674  -1.80
37 C -2.7299 -2.1234 -0.8687  1.60
38 C -4.0212 -2.4958 -0.1385  -1.62
39 C -2.9944 -1.0451 -1.9204  -1.67
40 C -2.1237 -3.3651 -1.5372  -1.65
41 H -1.3082 -3.5835 1.5196  0.41
42 H -2.3907 -2.3999 2.2997  0.48
43 H -0.6187 -2.2246 2.4200  0.42
44 H -5.3124 0.7390 2.8049  0.49
45 H -5.8718 2.8949 3.8849  0.43
46 H -4.2739 4.7784 3.8360  0.42
47 H -2.0857 4.5436 2.6995  0.50
48 H 1.5890 2.6791 1.5876  0.40
49 H 2.8185 1.5751 0.9113  0.49
50 H 1.7124 1.0064 2.1799  0.45
51 H 0.4168 0.4658 -2.7343  0.12
52 H -0.0575 1.9960 -3.4474  0.60
53 H -1.1218 1.2398 -2.2625  0.29
54 H 2.6655 1.4657 -1.8853  0.28
55 H 2.6396 3.0287 -1.0541  0.39
56 H 2.1712 2.9248 -2.7462  0.52
57 H -1.0948 3.4457 -0.9816  0.38
58 H 0.1035 4.1662 -2.0599  0.52
59 H 0.4134 4.0841 -0.3254  0.35
60 H -4.4550 -1.6420 0.3790  0.32
61 H -3.8604 -3.2956 0.5845  0.37
62 H -4.7435 -2.8581 -0.8725  0.50
63 H -3.4005 -0.1340 -1.4772  0.33
64 H -3.7251 -1.4153 -2.6410  0.58
65 H -2.0871 -0.7946 -2.4785  0.25
66 H -1.8718 -4.1458 -0.8176  0.35
67 H -1.2267 -3.1213 -2.1203  0.29
68 H -2.8483 -3.7878 -2.2349  0.50

Cartesian forces, eV/Å:
V -0.097 0.184 0.134
Cl 0.015 0.000 -0.015
C -0.021 -0.017 0.089
C 0.001 0.008 -0.012
C -0.014 0.000 0.001
Cl -0.003 -0.001 -0.002
C 0.033 0.007 -0.009
C 0.025 -0.007 0.012
C -0.012 0.003 -0.008
C -0.013 0.003 -0.006
N -0.007 -0.054 0.030
C 0.003 0.007 -0.110
C -0.102 -0.057 0.059
O 0.126 0.036 -0.096
H -0.005 0.000 0.003
H -0.001 -0.002 -0.002
H -0.004 0.002 -0.001
H 0.003 -0.003 -0.001
C 0.024 0.029 -0.049
P 0.162 0.008 -0.011
C -0.068 -0.039 -0.058
N 0.028 0.024 0.014
C -0.016 -0.009 0.017
C 0.012 0.000 -0.015
C 0.005 0.026 0.007
C -0.020 -0.010 0.008
C 0.002 -0.012 -0.009
C 0.020 0.014 0.001
N -0.042 -0.009 0.005
C 0.038 0.005 -0.009
P -0.010 -0.107 0.025
C -0.038 0.032 0.001
C 0.013 -0.021 -0.011
C -0.008 0.007 0.013
C 0.007 -0.006 0.012
C -0.001 -0.001 -0.022
C -0.025 0.011 -0.001
C -0.004 -0.005 0.001
C -0.010 0.000 0.021
C -0.024 0.010 0.008
H -0.004 -0.002 -0.017
H 0.006 -0.007 0.020
H -0.011 -0.015 0.022
H 0.005 -0.005 -0.005
H 0.001 0.001 0.001
H -0.001 -0.001 0.001
H 0.004 -0.002 -0.003
H 0.000 -0.003 0.009
H -0.002 -0.004 -0.006
H 0.011 0.008 0.005
H 0.010 -0.006 -0.004
H -0.004 -0.004 -0.004
H 0.004 0.008 -0.001
H 0.000 -0.001 0.001
H 0.000 0.002 -0.003
H -0.005 -0.001 -0.002
H -0.001 -0.002 0.001
H -0.003 0.002 0.001
H 0.002 -0.008 0.002
H 0.009 0.004 -0.006
H -0.008 -0.009 -0.002
H -0.005 0.002 0.003
H 0.007 -0.004 -0.001
H 0.008 -0.009 -0.005
H -0.012 0.003 -0.016
H 0.007 0.002 0.000
H 0.002 0.001 -0.002
H 0.005 -0.003 -0.004